87
Properties=species:S:1:pos:R:3:forces:R:3 method="wB97M-V/def2-TZVPD" homo_lumo_gap_ev=10.040 max_force_ev_per_a=0.23 total_energy_ha=-1864.4614 charge=+1 e_homo_ha=-0.4674
C 0.506728 2.337207 -0.241870 -0.054 -0.126 0.039
C -0.915783 2.045937 -0.714381 0.013 0.103 0.129
O -1.181611 0.639084 -0.787782 -0.071 -0.032 0.039
C -1.939349 0.107934 0.251269 -0.014 0.018 0.015
C -1.109623 -0.002120 1.560954 0.034 0.068 -0.141
P -1.439748 -1.463736 2.532440 0.108 -0.102 0.089
C -0.175027 -1.783679 3.762738 0.011 -0.049 -0.026
C -0.535927 -2.942689 4.701141 0.060 -0.025 -0.038
C 0.664725 -3.339030 5.560585 -0.008 0.215 0.078
Cl 1.632532 -4.613921 4.787098 0.008 -0.006 -0.099
H 0.563630 2.531074 0.830014 -0.007 -0.014 0.028
H 0.919841 3.200234 -0.760057 -0.013 0.052 0.035
H 1.142078 1.478920 -0.464481 0.038 0.035 -0.098
H -1.079585 2.440581 -1.714645 0.061 -0.088 -0.055
H -1.658729 2.515061 -0.060489 -0.014 0.063 -0.051
H -2.836827 0.706294 0.443235 -0.013 -0.020 -0.002
H -2.263307 -0.881304 -0.083640 0.044 0.007 -0.004
H -1.222888 0.872254 2.204969 0.048 0.007 0.000
H -0.052008 -0.084056 1.290716 0.035 -0.003 -0.005
H -1.508193 -2.559185 1.673351 -0.140 -0.051 0.039
H -2.676957 -1.403543 3.176583 -0.069 0.041 -0.066
H -0.015996 -0.849529 4.307803 0.045 -0.021 0.032
H 0.743480 -2.001216 3.206203 -0.034 0.017 -0.017
H -0.851332 -3.809289 4.117826 -0.040 -0.051 0.049
H -1.374411 -2.663678 5.341424 0.022 0.077 0.029
H 1.335470 -2.493160 5.701666 -0.034 0.021 0.075
H 0.360850 -3.688869 6.541806 -0.056 -0.160 -0.049
C 1.606996 -3.989916 -4.593960 -0.007 -0.009 0.013
C 0.515955 -4.254670 -3.562360 0.007 0.003 -0.007
C -0.093945 -2.979845 -2.980414 0.001 0.004 0.000
C 0.897700 -2.066859 -2.256362 0.002 0.012 0.005
C 1.671340 -2.734022 -1.119857 -0.016 -0.024 -0.026
C 0.771231 -3.276218 -0.015954 0.068 0.007 0.049
H 2.459713 -3.466209 -4.158538 0.002 -0.002 0.001
H 1.979647 -4.921940 -5.018558 -0.005 0.002 -0.006
H 1.225702 -3.378628 -5.414492 0.006 0.008 0.002
H 0.917938 -4.878947 -2.758317 -0.007 -0.001 0.008
H -0.282266 -4.840831 -4.023457 0.004 -0.005 -0.002
H -0.909417 -3.253021 -2.302420 -0.003 0.006 0.005
H -0.559478 -2.407702 -3.788250 -0.002 -0.005 0.000
H 0.353106 -1.203279 -1.859563 0.002 0.003 0.002
H 1.614365 -1.662559 -2.975193 -0.004 -0.010 -0.008
H 2.364426 -2.005431 -0.693353 0.053 0.013 0.038
H 2.288640 -3.548702 -1.505829 0.004 0.011 -0.016
H 0.155672 -2.461217 0.383215 0.000 0.038 -0.044
H 1.350411 -3.703007 0.806335 -0.005 0.016 0.002
H 0.096444 -4.050522 -0.383842 -0.014 0.004 0.007
C -3.556840 5.387331 -1.143073 -0.016 -0.011 0.007
C -4.487695 4.195194 -1.336568 0.030 0.010 0.002
C -4.154662 3.356834 -2.569921 0.020 -0.040 0.010
C -4.245762 4.102969 -3.902345 -0.002 0.013 0.004
C -5.608032 4.733569 -4.187878 -0.010 -0.009 -0.001
C -6.748327 3.722917 -4.245717 0.008 0.016 0.003
H -3.627811 6.091088 -1.972836 -0.001 0.000 0.000
H -3.795827 5.933891 -0.230277 0.006 -0.002 0.003
H -2.514222 5.063034 -1.077061 0.005 0.006 -0.012
H -5.521867 4.544252 -1.391636 -0.005 -0.008 0.000
H -4.438517 3.551458 -0.451815 -0.011 0.001 0.010
H -4.811226 2.482643 -2.595654 -0.005 0.003 -0.008
H -3.136529 2.965699 -2.463208 -0.026 -0.009 -0.020
H -4.003309 3.402240 -4.707190 -0.006 0.002 -0.003
H -3.478147 4.880522 -3.940290 0.005 -0.004 0.006
H -5.549045 5.265034 -5.140387 -0.006 0.003 0.001
H -5.831994 5.494615 -3.434874 0.010 0.008 0.000
H -6.552318 2.958197 -5.000562 0.000 -0.009 0.007
H -7.690596 4.208071 -4.500626 0.001 -0.003 -0.007
H -6.891024 3.216877 -3.289150 -0.002 0.001 0.002
C 3.656916 -1.386318 4.286721 -0.023 0.052 -0.018
C 3.609577 -0.033849 3.584684 -0.029 -0.035 -0.007
C 3.521039 -0.146424 2.062814 0.002 0.008 0.008
C 4.705776 -0.867229 1.414328 -0.017 -0.026 0.002
C 6.070697 -0.262252 1.740442 0.003 0.021 -0.004
C 6.217452 1.186918 1.289577 0.000 -0.017 0.008
H 4.532466 -1.967497 3.997877 0.010 0.019 0.003
H 3.684587 -1.271959 5.371384 -0.014 -0.009 0.006
H 2.779794 -1.986679 4.027342 0.076 -0.048 0.002
H 4.490220 0.550824 3.858982 -0.010 0.018 -0.002
H 2.749845 0.537673 3.949844 -0.007 0.016 0.014
H 3.422983 0.855420 1.635930 -0.002 0.002 -0.008
H 2.598015 -0.682503 1.794799 0.004 -0.017 -0.007
H 4.568927 -0.858191 0.329627 -0.019 -0.001 -0.042
H 4.701041 -1.920400 1.709071 -0.012 0.005 -0.004
H 6.839312 -0.870033 1.258188 0.000 0.002 0.003
H 6.264797 -0.333478 2.814332 0.004 -0.016 0.000
H 6.040257 1.280176 0.215814 -0.007 0.006 0.001
H 7.220106 1.561462 1.494442 0.000 -0.001 -0.008
H 5.513725 1.845851 1.801565 0.000 0.005 0.005

=====

101
Properties=species:S:1:pos:R:3:forces:R:3 method="wB97M-V/def2-TZVPD" homo_lumo_gap_ev=10.003 max_force_ev_per_a=5.96 total_energy_ha=-3003.8818 charge=+1 e_above_lowest_ev=2.259 e_homo_ha=-0.4435
C 2.180548 -2.582836 1.479032 0.027 0.013 0.194
C 2.988582 -1.686748 2.437080 0.253 -0.374 -0.455
C 3.834769 -0.618623 1.740034 -0.253 0.424 0.692
C 3.069823 0.642169 1.307371 0.457 -0.200 -0.360
C 2.208702 0.435882 0.041891 0.757 0.185 0.796
N 0.757456 0.757884 0.199379 0.033 -0.221 -0.988
P -0.168921 -0.268561 -1.141057 -1.085 -1.707 0.234
N -1.410674 0.654134 -1.721899 0.763 0.690 0.218
O 0.881643 -0.337381 -2.365286 -0.071 0.630 0.124
C 0.082825 0.310689 1.461207 0.427 0.809 1.561
C -0.231734 1.590741 2.260363 -0.983 0.984 -0.875
C -1.224722 1.352665 3.394500 0.863 -0.779 0.116
C -0.451294 0.914589 4.650759 -0.495 -0.392 -0.074
O -0.233772 2.027196 5.510614 0.228 -0.369 -0.336
C 1.063760 2.428494 5.616599 0.199 0.057 0.155
C 2.123470 1.428445 5.975965 0.063 -0.655 0.159
O 1.329800 3.574259 5.459001 0.104 0.957 -0.074
C -0.668308 2.494552 1.088157 -0.465 -0.510 -0.014
C 0.519418 2.225378 0.178506 0.599 2.455 0.517
N 0.592352 2.864936 -1.113577 -0.400 -1.053 -0.354
H 2.229174 -3.624115 1.790101 -0.090 -0.041 0.029
H 2.600150 -2.536355 0.474239 -0.004 -0.102 -0.065
H 1.123145 -2.328404 1.416673 -0.038 0.057 -0.074
H 3.673702 -2.339718 2.976874 0.029 0.056 0.116
H 2.358951 -1.220182 3.199964 -0.061 -0.005 0.023
H 4.396662 -1.041839 0.905735 -0.083 -0.049 -0.098
H 4.581185 -0.273927 2.459054 0.102 -0.032 -0.033
H 3.827479 1.389623 1.070352 -0.100 0.173 0.034
H 2.513962 1.039715 2.156092 -0.143 -0.021 -0.019
H 2.608681 1.065017 -0.749303 -0.318 0.037 -0.188
H 2.354725 -0.584658 -0.295028 -0.462 -0.108 -0.037
H -1.152415 1.574060 -2.075961 -0.179 0.007 -0.159
H -2.210830 0.691115 -1.104629 -0.161 -0.100 -0.156
H 0.891655 -1.269950 -2.624786 0.304 0.072 -0.178
H 0.677127 -0.320199 2.114882 0.271 -0.503 -0.661
H -0.851750 -0.183804 1.202280 -0.006 -0.132 0.031
H 0.653861 2.095410 2.653229 0.218 -0.424 0.202
H -1.810911 2.238297 3.618562 -0.204 -0.065 -0.027
H -1.838100 0.488920 3.128196 -0.496 0.320 -0.092
H 0.482069 0.453193 4.315875 0.186 0.089 0.241
H -0.982427 0.135375 5.196199 -0.173 0.158 0.134
H 2.646591 1.081665 5.083601 -0.010 0.038 -0.074
H 1.747442 0.553972 6.503624 -0.154 -0.014 -0.056
H 2.861045 1.913388 6.607467 -0.017 0.168 -0.037
H -1.640816 2.157897 0.719904 0.077 -0.061 -0.279
H -0.776765 3.556660 1.295310 0.241 0.026 0.230
H 1.315234 2.694930 0.774535 0.345 -0.664 0.145
H 0.166974 3.782906 -1.095212 -0.100 -0.002 -0.095
H 1.561139 2.964187 -1.384189 -0.044 0.194 -0.198
O -1.109134 5.323654 -3.558100 0.490 2.385 2.002
P -1.399219 6.195012 -4.716668 -1.338 -3.715 -4.467
O -2.929331 5.903841 -5.139130 0.392 0.488 0.297
C -3.981122 6.224643 -4.226124 -0.299 0.148 0.150
C -4.224529 7.719998 -4.130039 0.206 0.039 0.016
O -0.632942 5.423774 -5.918418 0.126 0.273 0.195
C 0.339190 4.424922 -5.592277 0.302 -0.054 -0.110
C -0.229646 3.033662 -5.428566 -0.364 -0.007 -0.126
O -1.250573 7.644324 -5.403433 0.373 0.396 2.486
C -0.492646 8.679103 -4.731739 0.270 0.242 0.073
C 0.949834 8.272648 -4.509071 0.000 -0.254 0.002
H -3.759159 5.805320 -3.240292 0.051 -0.039 -0.045
H -4.873740 5.727461 -4.602602 0.083 -0.060 -0.103
H -3.393273 8.221860 -3.626498 -0.046 0.007 0.020
H -5.131113 7.925853 -3.561094 -0.005 -0.032 0.005
H -4.318609 8.158661 -5.122440 -0.067 -0.031 -0.018
H 0.867409 4.696447 -4.677713 -0.017 0.103 -0.003
H 1.064993 4.455497 -6.405864 -0.059 -0.038 -0.049
H -1.029776 3.037952 -4.687893 0.089 -0.001 0.098
H 0.561453 2.355154 -5.103195 -0.023 -0.027 -0.012
H -0.657260 2.655177 -6.357319 0.086 0.033 -0.057
H -0.974826 8.927745 -3.782967 -0.048 -0.010 -0.037
H -0.546725 9.560988 -5.365841 -0.121 -0.106 -0.127
H 1.019191 7.437488 -3.804020 -0.024 0.060 0.005
H 1.521844 9.103979 -4.098452 -0.018 0.027 -0.012
H 1.407458 7.950892 -5.444117 0.006 0.093 -0.041
O 0.138669 -6.528542 2.277323 -1.050 -1.117 1.986
P -0.512969 -7.535362 1.420005 0.936 1.084 -5.019
O 0.608865 -8.425407 0.692596 -0.353 0.014 0.508
C 1.500858 -9.213545 1.490136 0.222 -0.296 0.182
C 0.818110 -10.434381 2.078595 -0.190 0.117 0.048
O -1.059718 -6.694801 0.140272 -0.199 -0.180 0.335
C -0.995830 -5.277027 0.112216 0.142 0.228 -0.153
C 0.265455 -4.812457 -0.585815 0.136 0.009 -0.176
O -1.741133 -8.573958 1.355581 0.467 0.272 2.355
C -2.652655 -8.666621 2.476161 -0.273 0.028 0.211
C -3.350336 -7.350327 2.753473 0.158 0.200 -0.084
H 1.937642 -8.596135 2.279501 -0.039 0.066 -0.048
H 2.308296 -9.522615 0.828588 -0.065 0.086 -0.115
H 0.096887 -10.147879 2.849051 0.041 -0.032 0.014
H 1.549909 -11.098267 2.538259 0.030 0.024 -0.008
H 0.274690 -10.980377 1.308459 0.063 -0.027 -0.037
H -1.064975 -4.861448 1.118201 0.107 -0.089 0.058
H -1.873633 -4.931823 -0.438474 -0.021 -0.125 -0.035
H 1.155294 -5.248650 -0.131571 -0.048 0.037 0.150
H 0.348367 -3.722508 -0.544954 -0.026 -0.006 -0.004
H 0.257704 -5.123222 -1.631808 -0.048 0.012 -0.004
H -2.110468 -9.009371 3.360929 0.025 -0.020 -0.040
H -3.377965 -9.435464 2.219742 0.103 -0.034 -0.174
H -2.638582 -6.592189 3.094772 -0.016 -0.067 0.026
H -4.104039 -7.474388 3.530419 -0.011 -0.042 -0.008
H -3.826851 -6.970331 1.849933 -0.082 -0.078 -0.004